Version A
DFT (ωB97M-V/def2-TZVPD) results for a gas-phase ion, C7H16ClN2 (charge +1).

```
! RIJCOSX wB97M-V def2-TZVPD def2/J DEFGRID3
* xyz 1 1
C 0.901 -0.221 -1.032
C -0.591 0.193 -1.117
C 0.172 -0.365 1.214
C -1.415 -0.693 -2.009
C -0.792 1.679 -1.508
C 0.305 -1.748 1.733
C 0.079 0.635 2.327
N -1.058 -0.327 0.131
N 1.360 0.070 0.376
Cl -2.463 0.131 0.908
H 0.976 -1.248 -1.270
H 1.612 0.328 -1.701
H -0.876 -0.745 -3.022
H -2.402 -0.338 -2.066
H -1.388 -1.595 -1.426
H -1.752 1.933 -0.994
H -0.903 1.620 -2.540
H 0.133 2.396 -1.300
H -0.061 -2.498 0.917
H -0.335 -1.886 2.675
H 1.459 -1.946 1.938
H -0.035 1.692 1.927
H 0.914 0.713 2.924
H -0.849 0.342 2.985
H 2.143 -0.485 0.562
H 1.671 1.037 0.484
*
```

Its highest occupied orbital energy is -12.70 eV. The SMILES is CC1(C)C[NH2+]C(C)(C)N1Cl. The calculation puts the HOMO-LUMO gap at 0.345 Ha.

Version B
DFT (ωB97M-V/def2-TZVPD) results for a gas-phase ion, C7H16ClN2 (charge +1).

```
! RIJCOSX wB97M-V def2-TZVPD def2/J DEFGRID3
* xyz 1 1
C 1.156 1.615 0.160
C 0.852 -0.751 -0.002
C -0.946 0.438 -0.137
C 0.812 -1.790 -1.077
C 0.909 -1.268 1.401
C -1.644 0.507 1.186
C -1.777 -0.027 -1.290
N 1.657 0.372 -0.368
N -0.203 1.700 -0.444
Cl 3.377 0.172 -0.014
H 1.056 1.648 1.255
H 1.790 2.440 -0.173
H 0.877 -1.337 -2.061
H -0.085 -2.397 -1.008
H 1.668 -2.457 -0.960
H 0.962 -0.480 2.146
H 1.806 -1.879 1.507
H 0.055 -1.904 1.611
H -2.501 1.184 1.132
H -0.997 0.853 1.988
H -2.025 -0.472 1.461
H -2.593 0.671 -1.489
H -2.224 -0.988 -1.053
H -1.186 -0.140 -2.195
H -0.708 2.532 -0.112
H -0.089 1.758 -1.464
*
```

Its highest occupied orbital energy is -13.32 eV. The calculation puts the HOMO-LUMO gap at 0.371 Ha.

Most stable structure: version B

Version A
DFT (ωB97M-V/def2-TZVPD) results for a gas-phase ion, C4H5N2O (charge +1).

```
! RIJCOSX wB97M-V def2-TZVPD def2/J DEFGRID3
* xyz 1 1
C 0.954 -0.056 0.009
C 0.213 -1.171 0.053
C 0.335 1.231 -0.008
C -1.231 -1.173 -0.065
N -0.980 1.333 0.063
N -1.960 -0.087 -0.013
O -3.143 0.192 -0.009
H 2.010 -0.292 -0.071
H 0.765 -2.092 0.194
H 0.885 2.242 -0.282
H -1.726 -2.127 -0.030
H -1.504 2.188 -0.001
*
```

Its highest occupied orbital energy (spin up / spin down) is -14.62 / -14.62 eV. The SMILES is O=[n+]1cccc[nH]1. The calculation puts the HOMO-LUMO gap (spin up / spin down) at 0.314 / 0.314 Ha.

Version B
DFT (ωB97M-V/def2-TZVPD) results for a gas-phase ion, C4H5N2O (charge +1).

```
! RIJCOSX wB97M-V def2-TZVPD def2/J DEFGRID3
* xyz 1 1
C -1.710 -0.019 -0.099
C 0.544 -0.321 0.313
C -0.538 1.921 0.041
C 1.796 -0.941 0.227
N -0.659 -0.730 0.230
N -1.515 1.200 -0.636
O 0.432 1.312 0.561
H -2.747 -0.351 0.010
H 2.473 -0.836 1.198
H 2.417 -0.831 -0.721
H 1.820 -2.005 0.021
H -2.313 1.600 -1.143
*
```

Its highest occupied orbital energy (spin up / spin down) is -14.17 / -14.16 eV. The calculation puts the HOMO-LUMO gap (spin up / spin down) at 0.288 / 0.288 Ha.

Most stable structure: version B

Version A
DFT (ωB97M-V/def2-TZVPD) results for 3 unconnected molecules or ions with the total composition C2H11N2O2.

```
! RIJCOSX wB97M-V def2-TZVPD def2/J DEFGRID3
* xyz 1 1
C 0.560 -1.126 2.465
N 0.088 -0.477 1.235
C 0.512 0.662 0.788
N -0.114 1.335 -0.163
H -0.294 -1.229 3.117
H 1.312 -0.520 2.937
H 0.970 -2.110 2.234
H -0.657 -0.976 0.750
H 1.430 1.044 1.212
H -1.111 1.334 -0.291
H 0.472 1.839 -0.815
H 1.444 0.666 -3.538
H 0.545 1.823 -3.347
O 0.869 1.050 -2.862
H -2.722 -1.406 -1.068
H -1.472 -0.842 -1.761
O -1.832 -1.068 -0.894
*
```

Its highest occupied orbital energy is -14.62 eV. The calculation puts the HOMO-LUMO gap at 0.421 Ha.

Version B
DFT (ωB97M-V/def2-TZVPD) results for 3 unconnected molecules or ions with the total composition C2H11N2O2.

```
! RIJCOSX wB97M-V def2-TZVPD def2/J DEFGRID3
* xyz 1 1
C 0.235 0.373 -0.088
C -0.369 1.545 0.145
N 0.280 2.743 0.278
N -0.656 -0.823 -0.208
H 1.253 0.107 -0.223
H -1.449 1.551 0.183
H -0.315 3.512 0.503
H 1.210 2.754 -0.088
H -1.104 -0.938 -1.113
H -1.320 -0.879 0.568
H -0.046 -1.623 -0.068
H -2.156 -2.733 2.355
H -2.049 -1.260 2.792
O -1.855 -1.863 2.064
H 2.970 -0.241 -1.880
H 2.937 -1.261 -2.994
O 2.434 -0.963 -2.226
*
```

Its highest occupied orbital energy is -12.71 eV. The calculation puts the HOMO-LUMO gap at 0.361 Ha.

Most stable structure: version A

Version A
DFT (ωB97M-V/def2-TZVPD) results for 7 unconnected molecules or ions with the total composition C5H24N2O7.

```
! RIJCOSX wB97M-V def2-TZVPD def2/J DEFGRID3
* xyz 0 1
C -3.068 -1.884 1.323
C -2.144 -1.238 0.331
N -2.566 -0.291 -0.548
C -3.820 0.430 -0.329
C -1.840 0.063 -1.741
C -1.029 1.365 -1.618
N 0.276 1.297 -0.947
O -1.027 -1.736 0.155
H -4.097 -1.901 0.981
H -2.725 -2.895 1.512
H -2.903 -1.354 2.262
H -3.555 1.469 -0.133
H -4.434 -0.005 0.450
H -4.452 0.418 -1.220
H -1.147 -0.755 -1.872
H -2.454 0.209 -2.630
H -0.868 1.818 -2.598
H -1.617 2.051 -1.004
H 0.193 1.591 0.015
H 0.682 0.376 -0.992
H 3.421 1.176 -0.025
H 3.552 2.622 -0.490
O 3.701 2.053 0.269
H 0.492 0.849 3.667
H 0.712 1.435 2.303
O 0.086 0.900 2.800
H 3.796 -0.075 -2.035
H 3.169 -0.971 -3.072
O 4.009 -0.560 -2.839
H 0.786 -2.361 0.098
H 1.145 -3.689 -0.550
O 1.506 -2.820 -0.360
H 3.049 2.537 2.556
H 2.921 1.029 2.215
O 2.715 1.698 2.878
H 1.776 -0.893 0.266
H 3.150 -1.324 0.254
O 2.609 -0.634 0.668
*
```

Its highest occupied orbital energy is -9.25 eV. The SMILES is CC(=O)N(C)CCN.O.O.O.O.O.O. The calculation puts the HOMO-LUMO gap at 0.357 Ha.

Version B
DFT (ωB97M-V/def2-TZVPD) results for 7 unconnected molecules or ions with the total composition C5H24N2O7.

```
! RIJCOSX wB97M-V def2-TZVPD def2/J DEFGRID3
* xyz 0 1
C -1.860 1.790 -0.600
O -2.667 2.962 -0.644
C -0.418 2.031 -0.155
C 0.368 0.713 -0.171
C 1.855 1.137 -0.308
C 2.200 1.262 -2.599
N 2.399 0.574 -1.559
N -0.320 2.569 1.195
H -1.843 1.447 -1.650
H -2.366 0.966 -0.086
H -2.070 3.709 -0.762
H -0.105 2.737 -0.921
H -0.005 0.103 -0.986
H 0.254 0.103 0.722
H 1.981 2.216 -0.241
H 2.409 0.674 0.503
H 1.793 2.276 -2.662
H 2.447 0.808 -3.561
H -1.074 3.212 1.399
H -0.355 1.778 1.821
H -2.224 -2.685 -1.077
H -1.993 -2.804 0.441
O -1.854 -3.274 -0.400
H 0.334 -0.450 4.099
H 0.917 -1.413 3.113
O 0.229 -1.366 3.815
H 2.816 -1.296 1.532
H 1.756 -2.352 1.220
O 1.869 -1.468 1.603
H 1.181 -3.346 -0.983
H 2.048 -2.060 -1.221
O 2.017 -2.915 -0.765
H -1.231 -1.372 2.079
H -2.609 -1.655 2.587
O -2.129 -1.546 1.757
H -0.593 -1.262 -2.595
H -1.671 -0.518 -1.696
O -1.489 -1.285 -2.246
*
```

Its highest occupied orbital energy is -9.78 eV. The SMILES is C=NCC[C@H](N)CO.O.O.O.O.O.O. The calculation puts the HOMO-LUMO gap at 0.373 Ha.

Most stable structure: version A

Version A
DFT (ωB97M-V/def2-TZVPD) results for 6 unconnected molecules or ions with the total composition H12O6.

```
! RIJCOSX wB97M-V def2-TZVPD def2/J DEFGRID3
* xyz 1 2
O -2.499 1.152 -1.420
H -2.931 1.187 -0.567
H -2.992 1.765 -1.965
O -0.584 3.655 -0.018
H -1.497 3.801 0.228
H -0.632 3.215 -0.867
O -0.939 -3.184 -0.317
H -0.813 -2.235 -0.319
H -0.761 -3.447 0.586
O 1.760 -0.592 2.826
H 2.028 -1.510 2.862
H 2.116 -0.206 3.626
O 0.468 -0.244 -0.081
H 0.014 0.595 -0.161
H 0.847 -0.229 0.798
O 2.019 -1.568 -1.915
H 2.811 -1.060 -2.092
H 1.585 -1.095 -1.205
*
```

Its highest occupied orbital energy (spin up / spin down) is -14.29 / -14.29 eV. The calculation puts the HOMO-LUMO gap (spin up / spin down) at 0.401 / 0.109 Ha.

Version B
DFT (ωB97M-V/def2-TZVPD) results for 6 unconnected molecules or ions with the total composition H12O6.

```
! RIJCOSX wB97M-V def2-TZVPD def2/J DEFGRID3
* xyz 1 2
O -0.556 -0.587 2.153
H -0.817 -1.305 2.871
H 0.167 -0.822 1.661
O -3.390 -0.541 1.034
H -3.630 0.391 0.895
H -2.541 -0.451 1.541
O 1.525 0.819 3.557
H 1.793 1.695 3.482
H 0.575 0.889 3.405
O -2.185 -5.841 -7.523
H -1.305 -5.917 -7.068
H -2.953 -6.112 -6.760
O 2.487 7.043 0.567
H 2.326 7.981 0.214
H 2.435 6.413 -0.077
O 1.660 -1.275 -0.077
H 2.161 -1.960 0.320
H 2.247 -0.419 -0.195
*
```

Its highest occupied orbital energy (spin up / spin down) is -13.25 / -13.00 eV. The calculation puts the HOMO-LUMO gap (spin up / spin down) at 0.373 / 0.048 Ha.

Most stable structure: version A

Version A
DFT (ωB97M-V/def2-TZVPD) results for 2 unconnected molecules or ions with the total composition CH2N2S2.

```
! RIJCOSX wB97M-V def2-TZVPD def2/J DEFGRID3
* xyz 0 1
C -0.063 -0.674 1.391
N 1.104 -0.811 1.159
N -0.727 1.138 -1.205
S -1.527 -0.769 1.588
S -0.684 -0.175 -2.019
H -0.041 1.746 -1.668
H 1.939 -0.454 0.754
*
```

Its highest occupied orbital energy (spin up / spin down) is -8.75 / -8.75 eV. The SMILES is N=C=S.N=S. The calculation puts the HOMO-LUMO gap (spin up / spin down) at 0.272 / 0.272 Ha.

Version B
DFT (ωB97M-V/def2-TZVPD) results for 2 unconnected molecules or ions with the total composition CH2N2S2.

```
! RIJCOSX wB97M-V def2-TZVPD def2/J DEFGRID3
* xyz 0 1
C 2.429 0.179 -0.378
N 2.920 1.157 -0.689
N -0.170 -0.320 -0.317
S -0.758 1.130 -0.909
S -0.483 -1.807 -0.842
H -0.021 1.771 -0.090
H 0.305 -2.439 0.161
*
```

Its highest occupied orbital energy (spin up / spin down) is -8.73 / -8.73 eV. The calculation puts the HOMO-LUMO gap (spin up / spin down) at 0.204 / 0.204 Ha.

Most stable structure: version A

Version A
DFT (ωB97M-V/def2-TZVPD) results for C24H34N2O7S in the gas phase.

```
! RIJCOSX wB97M-V def2-TZVPD def2/J DEFGRID3
* xyz 0 1
C 5.740 3.914 -1.182
H 5.173 4.351 -2.009
H 6.753 3.696 -1.511
H 5.772 4.616 -0.344
O 5.199 2.670 -0.790
C 3.942 2.613 -0.334
C 3.066 3.694 -0.194
C 1.783 3.493 0.272
C 1.324 2.220 0.622
C 2.213 1.145 0.491
C 3.487 1.340 0.024
S 4.647 -0.012 -0.214
O 4.831 -0.207 -1.619
O 5.793 0.200 0.620
N 3.743 -1.312 0.374
C 3.930 -1.575 1.787
H 3.857 -0.629 2.325
C 2.839 -2.551 2.238
H 2.992 -2.848 3.277
O 2.867 -3.737 1.482
C 2.712 -3.475 0.106
H 2.770 -4.441 -0.396
C 3.804 -2.533 -0.404
H 3.650 -2.269 -1.449
H 4.784 -3.019 -0.295
H 1.725 -3.024 -0.081
H 1.854 -2.069 2.138
H 4.921 -2.010 1.975
H 1.898 0.144 0.737
C -0.016 1.955 1.089
C -1.084 2.763 1.021
C -2.391 2.257 1.443
O -2.566 1.222 2.056
O -3.383 3.050 1.026
C -4.725 2.601 1.210
H -4.833 2.131 2.192
H -5.350 3.489 1.129
C -5.093 1.608 0.085
O -5.795 1.926 -0.850
N -4.540 0.398 0.259
H -3.939 0.251 1.060
C -4.509 -0.616 -0.776
C -4.816 -1.990 -0.178
C -3.683 -2.493 0.712
C -2.361 -2.506 -0.049
C -2.034 -1.109 -0.579
C -0.662 -1.083 -1.252
H 0.116 -1.305 -0.524
H -0.600 -1.824 -2.044
H -0.458 -0.101 -1.673
H -1.986 -0.433 0.282
C -3.148 -0.588 -1.506
C -3.240 -1.327 -2.840
H -3.389 -2.393 -2.701
H -2.336 -1.177 -3.423
H -4.078 -0.938 -3.416
H -2.930 0.464 -1.731
H -2.417 -3.216 -0.876
H -1.560 -2.838 0.615
H -3.919 -3.499 1.065
H -3.585 -1.853 1.592
H -4.976 -2.696 -0.994
H -5.743 -1.928 0.394
H -5.297 -0.338 -1.485
H -1.071 3.751 0.591
H -0.178 0.968 1.506
H 1.126 4.342 0.377
H 3.383 4.692 -0.452
*
```

Its highest occupied orbital energy is -8.83 eV. The SMILES is COc1ccc(/C=C/C(=O)OCC(=O)N[C@@H]2CCC[C@@H](C)[C@H]2C)cc1S(=O)(=O)N1CCOCC1. The calculation puts the HOMO-LUMO gap at 0.309 Ha.

Version B
DFT (ωB97M-V/def2-TZVPD) results for C24H34N2O7S in the gas phase.

```
! RIJCOSX wB97M-V def2-TZVPD def2/J DEFGRID3
* xyz 0 1
C -5.148 -4.283 -0.631
H -4.926 -4.856 0.275
H -4.549 -4.663 -1.464
H -6.205 -4.379 -0.871
O -4.934 -2.902 -0.431
C -3.709 -2.465 -0.118
C -2.568 -3.257 0.045
C -1.362 -2.676 0.375
C -1.237 -1.295 0.559
C -2.387 -0.510 0.393
C -3.586 -1.083 0.061
S -5.095 -0.129 -0.163
O -5.514 -0.273 -1.527
O -6.008 -0.472 0.885
N -4.523 1.431 0.112
C -4.234 2.197 -1.087
H -3.818 1.515 -1.828
C -5.505 2.855 -1.632
H -5.270 3.538 -2.450
O -6.142 3.633 -0.641
C -6.486 2.849 0.480
H -6.975 3.524 1.185
C -5.245 2.208 1.103
H -5.529 1.530 1.907
H -4.569 2.981 1.483
H -7.183 2.050 0.186
H -6.182 2.066 -1.989
H -3.495 2.962 -0.828
H -2.343 0.559 0.529
C 0.006 -0.645 0.907
C 1.191 -1.233 1.128
C 2.405 -0.489 1.467
O 3.482 -1.023 1.656
O 2.214 0.832 1.547
C 3.317 1.658 1.908
H 2.880 2.580 2.292
H 3.915 1.161 2.680
C 4.209 1.995 0.694
O 4.230 3.104 0.204
N 4.931 0.950 0.275
H 4.820 0.060 0.747
C 5.783 0.981 -0.896
C 5.313 -0.065 -1.911
C 5.560 -1.487 -1.414
C 7.032 -1.682 -1.068
C 7.488 -0.668 -0.019
C 8.941 -0.917 0.380
H 9.590 -0.920 -0.491
H 9.286 -0.149 1.069
H 9.032 -1.883 0.872
H 6.872 -0.817 0.876
C 7.257 0.779 -0.494
C 8.184 1.211 -1.630
H 9.216 1.232 -1.292
H 7.918 2.213 -1.958
H 8.114 0.543 -2.483
H 7.449 1.445 0.356
H 7.638 -1.581 -1.970
H 7.187 -2.692 -0.681
H 5.262 -2.199 -2.187
H 4.949 -1.688 -0.531
H 5.847 0.092 -2.849
H 4.248 0.085 -2.107
H 5.663 1.984 -1.320
H 1.339 -2.300 1.069
H -0.045 0.433 0.991
H -0.497 -3.310 0.493
H -2.621 -4.326 -0.086
*
```

Its highest occupied orbital energy is -8.79 eV. The SMILES is COc1ccc(/C=C/C(=O)OCC(=O)N[C@@H]2CCC[C@@H](C)[C@H]2C)cc1S(=O)(=O)N1CCOCC1. The calculation puts the HOMO-LUMO gap at 0.307 Ha.

Most stable structure: version A

Version A
DFT (ωB97M-V/def2-TZVPD) results for a molecular structure, C8H22CsN2O6S.

```
! RIJCOSX wB97M-V def2-TZVPD def2/J DEFGRID3
* xyz -1 1
Cs -0.235 -2.054 -3.029
S -4.391 -2.307 -0.257
O -5.451 -2.580 0.777
O -3.077 -2.027 0.298
O -4.251 -3.506 -1.044
O -4.822 -1.263 -1.150
C -0.532 -4.468 4.222
C 0.755 -3.838 3.805
C 1.958 -4.658 4.409
O 1.836 -4.928 5.836
C 1.999 -3.826 6.694
N 0.745 -3.808 2.331
H -1.351 -3.957 3.715
H -0.612 -4.500 5.309
H -0.599 -5.490 3.849
H 0.701 -2.817 4.183
H 2.922 -4.203 4.182
H 1.932 -5.621 3.898
H 1.604 -4.142 7.660
H 1.452 -2.955 6.334
H 3.043 -3.530 6.803
H -0.121 -3.328 2.130
H 0.601 -4.768 2.051
C 1.830 4.562 -2.921
C 0.340 4.434 -3.406
C 0.147 4.939 -4.844
O -0.383 6.260 -4.977
C -0.361 6.766 -6.326
N -0.066 3.066 -3.129
H 1.897 4.260 -1.876
H 2.158 5.598 -3.013
H 2.482 3.865 -3.447
H -0.252 5.136 -2.818
H -0.461 4.169 -5.319
H 1.082 4.767 -5.376
H 0.650 6.788 -6.736
H -0.758 7.771 -6.180
H -1.061 6.287 -7.010
H -0.988 2.827 -3.464
H -0.361 3.078 -2.164
*
```

Its highest occupied orbital energy is -1.73 eV. The calculation puts the HOMO-LUMO gap at 0.083 Ha.

Version B
DFT (ωB97M-V/def2-TZVPD) results for a molecular structure, C8H22CsN2O6S.

```
! RIJCOSX wB97M-V def2-TZVPD def2/J DEFGRID3
* xyz -1 1
Cs -11.806 -20.058 14.038
S -10.429 -23.159 18.527
O -9.684 -22.387 19.499
O -11.560 -22.384 18.040
O -9.574 -23.595 17.427
O -10.790 -24.343 19.249
C -16.418 -24.870 16.947
C -16.335 -24.010 15.693
C -17.757 -23.861 14.946
O -18.199 -25.106 14.469
C -19.541 -25.018 14.045
N -15.961 -22.650 15.968
H -17.284 -24.568 17.537
H -15.486 -24.702 17.486
H -16.501 -25.943 16.775
H -15.590 -24.448 15.030
H -17.662 -23.207 14.080
H -18.463 -23.465 15.676
H -19.918 -25.934 13.590
H -19.720 -24.228 13.315
H -20.319 -24.697 14.738
H -16.560 -22.288 16.696
H -15.031 -22.695 16.360
C -10.546 -15.615 8.836
C -10.888 -15.999 10.240
C -12.393 -16.329 10.477
O -12.723 -16.295 11.874
C -12.542 -15.050 12.489
N -10.084 -17.091 10.800
H -10.915 -14.618 8.599
H -10.853 -16.391 8.135
H -9.456 -15.589 8.817
H -10.693 -15.093 10.814
H -12.533 -17.314 10.032
H -13.005 -15.577 9.979
H -13.150 -15.170 13.386
H -12.836 -14.120 12.003
H -11.512 -14.906 12.816
H -9.174 -16.779 11.109
H -9.865 -17.787 10.101
*
```

Its highest occupied orbital energy is -1.19 eV. The calculation puts the HOMO-LUMO gap at 0.067 Ha.

Most stable structure: version A